(1)
DFT (ωB97M-V/def2-TZVPD) results for C22H51BeCl5FI2NNaO9P as an isolated structure.

The geometry in XYZ format:
```
94
Properties=species:S:1:pos:R:3
C -2.98 -0.10 0.16
C -2.80 1.06 -1.00
C -2.50 0.48 -2.50
N -3.77 0.51 -3.37
C -1.19 1.12 -3.24
O -0.80 0.16 -4.33
C 0.23 -0.77 -3.86
C -1.46 2.56 -4.00
I -1.89 4.23 -2.63
C -0.11 3.04 -4.87
C -0.37 4.55 -5.52
I 1.69 3.21 -3.58
H -3.01 -1.20 -0.32
H -2.15 -0.01 0.99
H -4.02 0.09 0.73
H -2.00 1.85 -0.61
H -3.83 1.66 -1.01
H -2.27 -0.68 -2.37
H -3.67 -0.37 -3.96
H -4.53 0.26 -2.68
H -0.29 1.14 -2.48
H 1.28 -0.29 -4.14
H 0.16 -1.76 -4.51
H 0.15 -1.07 -2.73
H -2.30 2.41 -4.83
H 0.13 2.33 -5.76
H -0.06 5.42 -4.80
H 0.35 4.61 -6.46
H -1.50 4.69 -5.79
Cl 2.89 1.55 -1.50
Na -2.04 1.23 -6.06
Be -4.63 -1.70 -3.72
O 2.45 -2.33 4.42
P 2.58 -2.63 2.91
O 3.39 -4.06 3.11
C 2.63 -5.21 3.44
C 1.78 -5.66 2.27
O 3.92 -1.65 2.69
C 4.17 -0.58 3.59
C 5.04 -1.03 4.75
O 2.73 -2.96 1.22
C 1.66 -2.44 0.43
C 1.54 -0.93 0.55
H 2.01 -5.00 4.32
H 3.33 -6.00 3.71
H 0.99 -4.94 2.06
H 1.30 -6.62 2.49
H 2.38 -5.76 1.36
H 3.22 -0.14 3.93
H 4.68 0.21 3.03
H 4.72 -1.99 5.17
H 5.03 -0.28 5.55
H 6.07 -1.16 4.42
H 0.73 -2.92 0.74
H 1.85 -2.72 -0.61
H 1.29 -0.63 1.57
H 0.76 -0.56 -0.12
H 2.49 -0.45 0.29
Cl 4.43 -5.76 5.24
O -6.58 7.69 0.60
C -5.43 7.40 0.92
O -4.82 6.32 0.38
C -3.42 6.02 0.54
C -3.17 5.23 1.80
C -4.72 8.17 2.00
H -2.81 6.92 0.48
H -3.14 5.40 -0.33
H -3.45 5.80 2.70
H -2.12 4.94 1.88
H -3.78 4.32 1.81
H -4.98 7.75 2.97
H -5.06 9.21 1.95
H -3.64 8.20 1.87
O -9.39 8.81 -0.99
H -8.65 8.64 -0.39
H -9.51 7.96 -1.45
C 3.75 -5.83 -1.81
C 2.60 -6.81 -1.92
C 2.91 -7.91 -2.93
O 1.42 -6.12 -2.33
H 3.95 -5.34 -2.77
H 3.51 -5.04 -1.09
H 4.67 -6.33 -1.48
H 2.40 -7.26 -0.94
H 3.07 -7.49 -3.93
H 2.07 -8.61 -3.01
H 3.80 -8.47 -2.64
H 1.60 -5.72 -3.20
C 2.86 0.59 7.91
Cl 3.79 1.82 7.04
Cl 2.28 -0.66 6.80
Cl 3.84 -0.14 9.20
H 2.00 1.07 8.37
F 4.26 -6.52 0.25
```

Results
* multiplicity: 1
* calculated total energy: -139178.89789 eV
* strongest force on any atom: 9.71 eV/Å

---

(2)
DFT (ωB97M-V/def2-TZVPD) results for a 8-piece molecular cluster, C22H51F3NO10S7 overall.

The geometry in XYZ format:
```
94
Properties=species:S:1:pos:R:3
O -1.84 -4.60 3.80
C -1.04 -4.05 3.10
C -1.43 -3.21 1.93
N -0.32 -2.54 1.24
C 0.65 -3.40 0.51
C 1.79 -3.94 1.38
C 2.47 -2.85 2.22
C 3.13 -3.34 3.45
F 4.25 -4.16 3.26
C 2.86 -3.06 4.70
F 3.66 -3.35 5.75
F 1.77 -2.41 5.14
C -0.06 -4.57 -0.24
O -0.24 -4.39 -1.45
O -0.43 -5.49 0.51
H 0.03 -4.11 3.34
H -2.06 -2.42 2.35
H -2.06 -3.82 1.28
H -0.76 -1.97 0.53
H 1.10 -2.75 -0.25
H 1.44 -4.78 1.99
H 2.52 -4.36 0.68
H 1.76 -2.07 2.49
H 3.27 -2.38 1.63
C -1.61 -2.08 -2.65
S -2.42 -0.64 -1.99
O -2.62 -0.86 -0.52
C -4.02 -0.94 -2.76
H -0.61 -2.13 -2.22
H -2.14 -2.99 -2.36
H -1.54 -1.99 -3.73
H -4.39 -1.91 -2.45
H -3.90 -0.89 -3.84
H -4.70 -0.15 -2.43
C -0.83 4.13 -1.22
S -1.63 2.86 -2.20
O -0.66 2.49 -3.27
C -2.89 3.89 -2.92
H 0.02 3.68 -0.72
H -0.50 4.93 -1.88
H -1.54 4.51 -0.48
H -2.42 4.71 -3.47
H -3.53 4.27 -2.12
H -3.47 3.28 -3.60
C 5.96 -0.13 6.28
S 5.78 0.33 4.55
O 4.70 -0.54 4.01
C 7.34 -0.36 4.00
H 5.05 0.17 6.80
H 6.08 -1.21 6.35
H 6.82 0.38 6.71
H 7.38 -1.42 4.23
H 8.16 0.17 4.49
H 7.39 -0.21 2.93
C 8.26 -6.18 6.23
S 8.53 -5.10 4.83
O 8.54 -3.71 5.38
C 6.92 -5.36 4.07
H 9.14 -6.13 6.86
H 7.38 -5.84 6.78
H 8.12 -7.20 5.87
H 6.14 -5.09 4.78
H 6.85 -6.41 3.79
H 6.85 -4.73 3.19
C -4.97 3.83 2.40
S -4.25 3.62 0.77
O -4.76 4.75 -0.06
C -5.16 2.16 0.29
H -4.54 4.72 2.84
H -6.05 3.95 2.30
H -4.73 2.96 3.01
H -6.23 2.38 0.33
H -4.90 1.33 0.95
H -4.86 1.92 -0.73
C 0.08 4.32 -7.78
S -0.26 3.94 -6.05
O -1.12 5.06 -5.59
C 1.38 4.28 -5.42
H -0.85 4.19 -8.33
H 0.43 5.35 -7.87
H 0.83 3.62 -8.16
H 1.66 5.31 -5.66
H 2.09 3.57 -5.86
H 1.33 4.13 -4.35
C -7.81 4.26 -3.98
S -6.90 3.29 -5.20
O -5.52 3.18 -4.68
C -6.86 4.57 -6.46
H -7.90 3.65 -3.09
H -7.25 5.17 -3.76
H -8.80 4.49 -4.37
H -6.37 5.46 -6.05
H -7.87 4.79 -6.79
H -6.28 4.18 -7.29
```

Results
* multiplicity: 1
* net charge: -1
* calculated total energy: -129600.68821 eV
* strongest force on any atom: 1.58 eV/Å

---

(3)
DFT (ωB97M-V/def2-TZVPD) results for C22H52CuN7O8 as an isolated structure.

The geometry in XYZ format:
```
90
Properties=species:S:1:pos:R:3
Cu -0.08 -0.67 -2.37
C -1.09 0.99 1.13
C 0.16 1.46 0.37
C 1.52 1.14 1.02
O 0.13 0.94 -0.93
H -1.41 1.65 1.94
H -0.89 -0.06 1.40
H -2.00 0.96 0.54
H 0.03 2.54 0.23
H 2.03 0.30 0.57
H 1.42 1.14 2.11
H 2.16 2.00 0.82
C -2.81 -2.47 0.42
C -2.88 -1.91 -0.96
O -1.90 -1.35 -1.46
N -4.06 -2.00 -1.61
C -4.24 -1.44 -2.94
H -2.07 -2.01 1.07
H -2.33 -3.46 0.43
H -3.76 -2.56 0.95
H -4.79 -2.50 -1.14
H -5.18 -0.88 -2.94
H -4.15 -2.23 -3.67
H -3.50 -0.66 -3.15
C 7.66 1.54 4.78
C 6.88 1.14 3.56
O 7.33 1.31 2.43
N 5.77 0.40 3.76
C 4.92 -0.01 2.65
H 7.30 1.07 5.70
H 7.57 2.61 5.00
H 8.71 1.36 4.58
H 5.45 0.29 4.70
H 5.52 -0.30 1.80
H 4.17 0.77 2.47
H 4.31 -0.84 3.02
C -2.36 2.20 -4.97
C -1.90 1.70 -3.63
O -1.34 0.59 -3.52
N -2.33 2.26 -2.48
C -2.99 3.55 -2.41
H -3.45 2.12 -4.99
H -1.95 1.71 -5.84
H -2.20 3.28 -4.99
H -1.93 1.81 -1.67
H -2.34 4.21 -1.81
H -3.88 3.59 -1.76
H -3.24 4.05 -3.33
C 3.25 -2.63 -0.56
C 1.85 -3.03 -0.89
O 1.10 -2.27 -1.52
N 1.45 -4.22 -0.43
C 0.18 -4.82 -0.75
H 3.34 -1.66 -0.08
H 3.98 -2.61 -1.37
H 3.71 -3.36 0.12
H 2.06 -4.71 0.20
H -0.43 -4.24 -1.44
H -0.47 -5.08 0.08
H 0.40 -5.76 -1.28
C -3.06 4.00 1.55
C -4.42 3.72 0.95
O -4.96 4.59 0.28
N -4.95 2.50 1.19
C -6.19 1.90 0.74
H -2.41 3.71 0.72
H -2.92 3.28 2.36
H -2.92 5.05 1.72
H -4.60 2.05 2.02
H -6.99 2.63 0.92
H -6.37 0.99 1.30
H -6.24 1.66 -0.33
O 1.81 0.02 -3.41
C 3.01 0.17 -3.21
N 3.47 0.80 -2.11
C 3.99 -0.36 -4.23
H 4.37 0.64 -1.71
H 2.68 0.98 -1.49
H 3.86 -1.44 -4.25
H 5.06 -0.14 -4.19
H 3.67 -0.05 -5.23
O -0.49 -3.91 2.44
C -0.39 -2.95 3.22
N -1.35 -2.68 4.11
C 0.65 -1.93 2.83
H -1.98 -3.44 4.31
H -1.59 -1.75 4.40
H 0.37 -0.90 3.07
H 0.90 -1.91 1.77
H 1.59 -2.20 3.33
```

Results
* <S²>: 0.761
* multiplicity: 2
* net charge: +1
* calculated total energy: -95103.75630 eV
* strongest force on any atom: 4.13 eV/Å

---

(4)
DFT (ωB97M-V/def2-TZVPD) results for a 4-piece molecular cluster, C22H52FN2O15P3S overall.

The geometry in XYZ format:
```
96
Properties=species:S:1:pos:R:3
N 7.53 7.55 -1.98
C 7.34 7.72 -3.44
N 5.95 7.97 -3.90
C 5.08 6.77 -3.93
C 4.71 6.12 -2.51
O 3.55 6.28 -2.02
F 5.59 5.30 -1.73
C 5.33 9.16 -3.31
O 5.48 10.25 -3.94
O 4.62 9.23 -2.07
S 2.96 9.45 -2.47
H 8.55 7.66 -1.82
H 7.11 8.31 -1.42
H 7.70 6.73 -3.94
H 8.03 8.54 -3.89
H 5.63 5.95 -4.54
H 4.12 7.03 -4.50
H 2.62 8.32 -3.25
C 2.01 -1.97 0.76
C 2.30 -0.59 1.33
O 3.00 0.23 0.40
P 2.21 0.74 -0.96
O 1.28 1.75 -0.28
O 3.34 1.85 -1.46
C 3.00 3.23 -1.56
C 3.26 3.96 -0.25
O 3.16 -0.40 -1.83
C 2.47 -1.27 -2.72
C 1.49 -0.56 -3.63
H 1.23 -1.91 -0.01
H 1.65 -2.64 1.54
H 2.90 -2.40 0.30
H 1.38 -0.10 1.65
H 2.94 -0.69 2.21
H 1.96 3.35 -1.89
H 3.62 3.67 -2.34
H 2.87 3.43 0.61
H 2.82 4.96 -0.28
H 4.34 4.07 -0.09
H 1.96 -2.05 -2.15
H 3.23 -1.77 -3.33
H 0.70 -0.07 -3.06
H 1.02 -1.27 -4.32
H 1.99 0.22 -4.22
C -4.94 -2.57 4.48
C -3.84 -2.34 3.46
O -3.67 -0.96 3.17
P -3.06 0.03 4.35
O -1.62 -0.50 4.31
O -2.78 1.37 3.40
C -1.46 1.88 3.24
C -0.76 1.23 2.05
O -4.65 0.66 4.52
C -5.18 0.73 5.84
C -4.22 1.36 6.84
H -4.62 -2.24 5.47
H -5.19 -3.63 4.54
H -5.84 -2.01 4.22
H -2.90 -2.77 3.80
H -4.11 -2.83 2.52
H -0.88 1.75 4.16
H -1.54 2.95 3.07
H -0.87 0.14 2.05
H 0.30 1.48 2.06
H -1.19 1.59 1.12
H -5.47 -0.27 6.17
H -6.09 1.34 5.79
H -3.31 0.76 6.94
H -4.69 1.42 7.83
H -3.93 2.36 6.53
C -4.60 -8.49 -1.02
C -4.15 -7.70 0.19
O -2.98 -6.94 -0.08
P -3.09 -5.65 -1.13
O -3.88 -4.73 -0.19
O -1.60 -4.98 -0.82
C -1.50 -3.67 -0.28
C -1.49 -3.69 1.24
O -2.25 -6.63 -2.27
C -2.82 -6.72 -3.58
C -3.20 -5.37 -4.16
H -5.03 -7.82 -1.78
H -5.38 -9.21 -0.75
H -3.77 -9.02 -1.48
H -4.95 -7.04 0.55
H -3.90 -8.39 1.00
H -2.29 -3.03 -0.67
H -0.55 -3.24 -0.64
H -2.28 -4.32 1.65
H -1.61 -2.68 1.63
H -0.55 -4.10 1.61
H -3.69 -7.38 -3.55
H -2.07 -7.19 -4.22
H -3.98 -4.88 -3.56
H -3.60 -5.50 -5.18
H -2.34 -4.70 -4.20
```

Results
* multiplicity: 1
* calculated total energy: -98763.40771 eV
* strongest force on any atom: 9.40 eV/Å
* structure (SMILES): NCN(CC(=O)F)C(=O)OS.CCOP(=O)(OCC)OCC.CCOP(=O)(OCC)OCC.CCOP(=O)(OCC)OCC

---

(5)
DFT (ωB97M-V/def2-TZVPD) results for C22H52FN7O9S2 as an isolated structure.

The geometry in XYZ format:
```
93
Properties=species:S:1:pos:R:3
C 1.68 -0.73 1.49
O 1.30 -0.06 0.29
C 1.12 1.34 0.44
C 0.36 1.81 1.67
C -1.11 1.38 1.76
N -1.44 0.21 0.89
S -2.26 0.74 -0.55
S -2.35 -0.92 1.70
O -2.89 -1.87 0.79
O -1.63 -1.37 2.84
F -3.54 -0.07 2.26
H 2.31 -0.12 2.13
H 2.24 -1.62 1.19
H 0.79 -1.07 2.02
H 2.10 1.82 0.45
H 0.59 1.67 -0.45
H 0.35 2.89 1.61
H 0.89 1.56 2.59
H -1.36 1.15 2.79
H -1.75 2.21 1.48
H -1.61 0.03 -1.51
C -0.58 -2.73 -4.37
C -0.52 -1.92 -3.10
O -0.84 -0.73 -3.09
N -0.10 -2.53 -1.98
C 0.28 -3.93 -1.81
H -0.93 -2.09 -5.17
H 0.40 -3.12 -4.63
H -1.27 -3.57 -4.26
H -0.05 -1.92 -1.18
H -0.35 -4.39 -1.05
H 1.32 -3.97 -1.49
H 0.18 -4.47 -2.74
C -4.02 -1.05 -3.74
C -4.69 -1.19 -5.09
O -5.12 -2.25 -5.50
N -4.80 -0.06 -5.85
C -4.35 1.28 -5.53
H -4.01 -2.02 -3.26
H -3.00 -0.70 -3.85
H -4.58 -0.35 -3.11
H -5.25 -0.21 -6.73
H -5.19 1.97 -5.52
H -3.63 1.63 -6.27
H -3.88 1.30 -4.55
C -3.90 -0.90 6.53
C -4.64 -2.18 6.82
O -5.09 -2.43 7.93
N -4.77 -3.07 5.80
C -4.30 -2.93 4.44
H -3.87 -0.30 7.44
H -2.88 -1.10 6.20
H -4.41 -0.33 5.75
H -5.27 -3.90 6.06
H -5.14 -2.98 3.74
H -3.61 -3.74 4.20
H -3.78 -1.99 4.30
C 3.32 -1.22 -2.07
C 3.58 -2.47 -2.86
O 3.37 -3.59 -2.40
N 4.05 -2.33 -4.13
C 4.35 -1.11 -4.84
H 2.94 -1.49 -1.10
H 4.23 -0.64 -1.94
H 2.57 -0.59 -2.56
H 4.21 -3.21 -4.60
H 3.75 -1.03 -5.75
H 5.40 -1.08 -5.13
H 4.14 -0.24 -4.22
C 1.32 6.33 -0.92
C 0.48 5.13 -0.57
O 0.25 4.81 0.59
N -0.02 4.39 -1.59
C 0.14 4.59 -3.02
H 1.63 6.81 0.00
H 2.20 6.04 -1.49
H 0.74 7.05 -1.50
H -0.58 3.60 -1.29
H -0.83 4.74 -3.49
H 0.62 3.72 -3.47
H 0.76 5.47 -3.21
C 4.46 -0.52 4.73
C 4.21 0.91 4.30
O 3.35 1.21 3.49
N 4.99 1.88 4.86
C 6.06 1.72 5.83
H 3.76 -1.15 4.20
H 5.48 -0.82 4.48
H 4.30 -0.63 5.80
H 4.77 2.80 4.53
H 5.83 2.28 6.74
H 7.00 2.10 5.42
H 6.19 0.68 6.09
```

Results
* multiplicity: 1
* calculated total energy: -76904.96160 eV
* strongest force on any atom: 1.41 eV/Å